#i
A single C2H8N4S molecule. Source: the Open Molecules 2025 dataset; level of theory: ωB97M-V with the def2-TZVPD basis set.

Values from the calculation:
HOMO level	-8.413	eV
SMILES	CNNC(=S)NN
multiplicity	1

Element x y z (Å)
C -0.38 -0.16 -2.85
C 0.20 -0.05 0.40
H -0.62 0.36 -3.80
H 0.19 -1.09 -3.20
H -1.18 -0.58 -2.35
H 0.22 1.79 -1.81
H 1.96 0.45 -0.36
H -1.48 0.68 -0.60
H -1.95 -1.05 1.57
H -1.09 0.31 2.34
N 0.44 0.70 -1.92
N 0.94 0.14 -0.78
N -1.04 0.02 0.28
N -1.85 0.01 1.44
S 0.98 -0.35 1.86

#ii
A single C2H8N4S molecule. Source: the Open Molecules 2025 dataset; level of theory: ωB97M-V with the def2-TZVPD basis set.

Values from the calculation:
HOMO level	-8.242	eV
SMILES	CN/C(=N\N)NS
multiplicity	1

Element x y z (Å)
C -1.38 -0.87 -0.59
C 0.68 0.16 0.21
H -1.70 -1.74 -1.17
H -1.59 0.01 -1.16
H -1.99 -0.80 0.33
H 0.32 -1.78 0.17
H 1.96 0.76 1.61
H -0.42 0.35 2.94
H 0.46 0.57 -2.18
H 0.72 2.20 -2.05
N 0.07 -0.96 -0.34
N 1.37 -0.04 1.42
N 0.77 1.32 -0.33
N 0.24 1.42 -1.63
S 0.50 -0.62 2.77

The computed energies, referenced to the most stable structure and given in kJ/mol, are #i 243.1; #ii 0.0.

#i
2 unconnected molecules or ions with the total composition C4H7FN2O. Source: the Open Molecules 2025 dataset; level of theory: ωB97M-V with the def2-TZVPD basis set.

Values from the calculation:
HOMO level (alpha / beta)	-8.020 / -7.279	eV
multiplicity	1

Element x y z (Å)
C 0.41 -1.65 -0.24
C -1.41 1.85 -1.19
C 0.16 2.01 -1.35
C -0.30 1.02 -0.32
N 0.89 -2.80 1.78
N 0.62 -1.56 1.03
O 0.34 -2.29 -1.21
F -0.17 1.39 0.96
H -1.90 2.60 -0.64
H -2.10 1.43 -2.00
H 0.66 1.65 -2.25
H 0.78 2.78 -0.84
H -0.02 -2.96 2.46
H 1.70 -2.82 2.37
H 0.34 -0.67 1.44

#ii
A single C4H7FN2O molecule. Source: the Open Molecules 2025 dataset; level of theory: ωB97M-V with the def2-TZVPD basis set.

Values from the calculation:
HOMO level	-8.963	eV
SMILES	OC/C=N\N=C\CF
multiplicity	1

Element x y z (Å)
C 0.78 1.87 0.98
C 0.02 2.14 -0.42
C -0.99 -1.09 -0.77
C -0.56 -2.56 -0.36
H 1.21 -0.04 0.83
H 1.37 2.76 1.30
H -0.13 1.61 1.77
H -0.03 3.14 -0.84
H -1.59 -0.98 -1.56
H -1.33 -3.20 0.11
H -0.25 -3.03 -1.35
N -0.63 1.13 -0.84
N -0.23 -0.14 -0.23
O 1.78 0.83 0.87
F 0.58 -2.44 0.50

#iii
A molecular structure, C4H7FN2O. Source: the Open Molecules 2025 dataset; level of theory: ωB97M-V with the def2-TZVPD basis set.

Values from the calculation:
HOMO level	-8.940	eV
multiplicity	1

Element x y z (Å)
C 1.12 -1.62 -0.30
C 0.56 -0.54 0.53
C -0.93 0.77 -0.74
C -1.89 0.66 -1.64
H 2.09 -2.07 0.18
H 1.71 -1.05 -1.38
H 0.43 -2.52 -0.55
H -0.17 1.56 -0.75
H -2.64 -0.15 -1.81
H -0.42 0.84 2.13
H 1.05 1.20 2.84
N 1.24 0.08 1.43
N 0.59 1.16 2.01
O -0.73 -0.19 0.33
F -2.02 1.86 -2.27

The computed energies, referenced to the most stable structure and given in kJ/mol, are #i 250.9; #ii 0.0; #iii 10.1.

#i
A molecular structure, C14H24Cl3N2O3S4SbSe2SiW. Source: the Open Molecules 2025 dataset; level of theory: ωB97M-V with the def2-TZVPD basis set.

Values from the calculation:
HOMO level	-8.031	eV
multiplicity	1

Element x y z (Å)
W -0.78 -0.83 0.92
C 1.14 2.33 -0.56
Se 0.19 1.88 1.08
C 1.75 2.02 2.26
C 1.60 3.15 3.26
Se -0.01 2.99 4.36
C -0.91 4.55 3.63
H 1.91 1.60 -0.79
H 1.59 3.31 -0.41
H 0.42 2.41 -1.37
H 2.62 2.14 1.62
H 1.85 1.07 2.78
H 1.56 4.13 2.77
H 2.47 3.15 3.92
H -0.32 5.45 3.81
H -1.86 4.64 4.15
H -1.10 4.42 2.57
S 1.69 0.17 5.42
Sb 0.80 -1.54 4.32
S -1.60 -1.20 3.34
S 1.26 -1.40 1.94
S 0.60 -3.65 4.98
O 1.08 3.12 -4.53
C 0.78 2.00 -5.35
N 0.62 0.87 -4.49
C 1.64 -0.01 -4.26
O 2.64 -0.07 -4.94
C 1.43 -0.96 -3.11
C 2.04 -2.20 -3.12
C 1.85 -3.03 -2.04
C 1.08 -2.59 -0.97
N 0.51 -1.38 -0.94
C 0.68 -0.59 -2.01
H 1.22 3.89 -5.09
H 1.59 1.77 -6.04
H -0.15 2.17 -5.90
H -0.21 0.83 -3.91
H 2.65 -2.48 -3.97
H 2.29 -4.02 -2.00
H 0.92 -3.21 -0.10
H 0.20 0.37 -1.95
Cl -4.60 -0.68 1.83
Si -2.70 0.10 2.08
Cl -2.00 0.38 -0.84
Cl -3.07 2.04 2.56
C -2.17 -4.75 1.35
O -1.41 -3.53 1.22
C -1.86 -2.49 0.53
C -3.01 -2.74 -0.38
H -2.29 -5.24 0.39
H -3.14 -4.54 1.80
H -1.58 -5.37 2.02
H -3.87 -3.10 0.18
H -2.73 -3.53 -1.10
H -3.29 -1.84 -0.92

#ii
A molecular structure, C14H24Cl3N2O3S4SbSe2SiW. Source: the Open Molecules 2025 dataset; level of theory: ωB97M-V with the def2-TZVPD basis set.

Values from the calculation:
HOMO level (alpha / beta)	-7.986 / -7.985	eV
multiplicity	1

Element x y z (Å)
W -0.22 0.04 -1.33
C -5.43 -0.71 -0.04
Se -3.97 -1.87 -0.60
C -3.36 -2.36 1.19
C -2.47 -1.35 1.89
Se -0.61 -1.27 1.33
C -0.19 0.02 2.70
H -6.07 -1.23 0.67
H -6.00 -0.47 -0.94
H -5.04 0.21 0.38
H -2.89 -3.34 1.12
H -4.27 -2.48 1.78
H -2.39 -1.61 2.94
H -2.87 -0.34 1.81
H -0.72 0.96 2.52
H 0.88 0.20 2.69
H -0.48 -0.42 3.65
S -2.14 5.06 -0.98
Sb -0.95 3.36 -0.18
S -2.17 1.12 -0.43
S 0.69 2.33 -1.60
S 0.02 3.45 1.86
O 3.38 5.50 1.04
C 3.78 4.45 1.88
N 3.42 3.17 1.31
C 4.19 2.07 1.40
O 5.25 2.01 1.99
C 3.63 0.85 0.71
C 4.45 -0.17 0.28
C 3.88 -1.30 -0.30
C 2.51 -1.33 -0.48
N 1.71 -0.31 -0.11
C 2.27 0.73 0.51
H 2.42 5.56 1.05
H 3.34 4.56 2.87
H 4.86 4.48 1.97
H 2.56 3.13 0.76
H 5.52 -0.09 0.43
H 4.47 -2.14 -0.62
H 2.02 -2.18 -0.93
H 1.59 1.48 0.90
Cl -3.49 -0.24 -3.58
Si -1.89 0.88 -2.95
Cl -2.30 2.74 -3.62
Cl 1.34 -0.22 -3.19
C -1.03 -4.20 -1.19
O -0.90 -2.79 -0.93
C -0.64 -1.90 -1.88
C -0.62 -2.48 -3.25
H -1.95 -4.42 -1.73
H -1.06 -4.67 -0.21
H -0.17 -4.58 -1.74
H 0.23 -3.16 -3.39
H -0.55 -1.71 -4.01
H -1.54 -3.05 -3.41

The computed energies, referenced to the most stable structure and given in kJ/mol, are #i 0.0; #ii 117.2.

#i
A single C8H11N molecule. Source: the Open Molecules 2025 dataset; level of theory: ωB97M-V with the def2-TZVPD basis set.

Values from the calculation:
HOMO level	-8.629	eV
SMILES	C=C[C@H]1[C@H](C#CC)N1C
multiplicity	1

Element x y z (Å)
C 3.90 -0.49 0.12
C 2.44 -0.57 -0.02
C 1.27 -0.41 -0.28
C -0.13 -0.29 -0.67
C -1.06 -0.23 0.53
C -2.40 -0.86 0.62
C -3.30 -0.65 -0.35
C -0.12 2.08 0.21
H 4.25 0.40 -0.54
H 4.30 -1.40 -0.35
H 4.28 -0.49 1.18
H -0.51 -0.76 -1.55
H -0.50 -0.32 1.51
H -2.53 -1.52 1.56
H -4.23 -1.17 -0.38
H -3.19 0.09 -1.21
H -0.86 2.77 0.76
H 0.37 2.73 -0.56
H 0.75 1.79 0.86
N -0.81 0.91 -0.32

#ii
A single C8H11N molecule. Source: the Open Molecules 2025 dataset; level of theory: ωB97M-V with the def2-TZVPD basis set.

Values from the calculation:
HOMO level (alpha / beta)	-7.672 / -7.425	eV
multiplicity	1

Element x y z (Å)
C 0.07 0.02 -0.50
C -0.89 -0.77 -0.36
C 1.34 0.47 -0.63
C 2.35 -0.03 0.14
C -2.33 -1.38 -0.22
C -2.68 -0.24 0.73
C 3.79 0.26 -0.23
C -3.24 1.10 0.23
N 2.11 -0.84 1.13
H 1.49 1.21 -1.47
H -2.88 -1.44 -1.20
H -2.20 -2.28 0.39
H -2.51 -0.24 1.72
H 4.42 -0.67 -0.26
H 4.40 0.99 0.37
H 3.92 0.67 -1.24
H -2.60 1.43 -0.66
H -3.28 1.80 0.98
H -4.29 1.07 -0.33
H 3.02 -1.12 1.41

The computed energies, referenced to the most stable structure and given in kJ/mol, are #i 0.0; #ii 167.6.